DFT (ωB97M-V with the def2-TZVPD basis set) results for an isolated molecule of C26H36N4O2.

Output
Gap between HOMO and LUMO, eV: 9.3
E_LUMO, eV: 0.69
Energy, eV: -37605.248
SMILES: O=C(N[C@@H]1C[C@H]2CC[C@@H](C1)N2C(=O)NCc1ccccc1)N[C@]12C[C@H]3C[C@H](C[C@H](C3)C1)C2
Relative energy (zero: lowest compared OMol25 entry of this formula, charge and spin), eV: 0.000
2S+1: 1
Total charge: 0

Each line ends with the Mulliken charge.
Atoms and positions in Å:
O (-1.22753, -0.79686, 2.01551)  -0.7962
C (-0.65291, 0.19446, 1.58099)  0.3850
N (-1.21376, 1.42831, 1.47240)  0.1426
C (-2.61488, 1.80245, 1.35507)  -0.0239
C (-3.58568, 0.65595, 1.64374)  -1.6600
C (-3.73836, -0.25324, 0.40809)  0.1936
C (-4.97346, 0.11457, -0.45180)  -0.9791
C (-4.41435, 1.01556, -1.56454)  -1.0932
C (-2.96676, 1.26357, -1.11077)  0.1900
C (-2.89022, 2.37958, -0.04632)  -1.6152
N (-2.62288, 0.00782, -0.47768)  -0.1449
C (-1.82381, -0.91148, -1.09766)  0.3189
O (-1.23896, -0.66466, -2.14021)  -0.7496
N (-1.74862, -2.11650, -0.44864)  0.0186
C (-0.89165, -3.15378, -0.98270)  -1.4758
C (0.49369, -3.20273, -0.38635)  1.1111
C (0.66974, -3.26048, 0.99224)  -0.7984
C (1.94108, -3.34508, 1.53499)  -0.3639
C (3.05147, -3.38450, 0.70809)  -0.4696
C (2.88450, -3.32217, -0.66500)  -0.5387
C (1.61346, -3.22658, -1.20705)  -0.3936
N (0.67061, 0.09917, 1.26901)  0.1019
C (1.58492, 0.96614, 0.52949)  1.1225
C (1.01215, 1.41032, -0.82356)  -0.2466
C (2.05484, 2.23651, -1.57669)  0.2451
C (2.43286, 3.46330, -0.74621)  -1.2240
C (3.03118, 3.01376, 0.58662)  0.4236
C (4.27632, 2.16919, 0.32654)  -1.4726
C (3.88480, 0.94546, -0.49867)  0.2511
C (3.29890, 1.39112, -1.83601)  -1.4662
C (2.84100, 0.12859, 0.25944)  -1.6369
C (2.00104, 2.19006, 1.36160)  -1.1830
H (-0.59478, 2.14724, 1.13687)  0.0146
H (-2.78272, 2.59952, 2.09576)  0.6095
H (-4.55119, 1.07871, 1.92297)  0.6458
H (-3.20463, 0.08150, 2.48496)  0.3230
H (-3.76615, -1.29829, 0.71175)  0.5716
H (-5.73129, 0.62206, 0.14248)  0.3700
H (-5.42203, -0.78594, -0.86891)  0.3583
H (-4.97738, 1.93852, -1.68863)  0.4696
H (-4.40443, 0.48832, -2.51813)  0.3644
H (-2.28965, 1.44883, -1.94564)  0.7867
H (-3.83516, 2.92244, -0.01159)  0.6275
H (-2.11042, 3.10094, -0.30003)  0.3078
H (-1.80361, -2.06194, 0.56188)  0.2730
H (-0.82451, -2.98303, -2.05992)  0.5791
H (-1.38730, -4.11768, -0.80690)  0.3170
H (-0.18900, -3.23543, 1.64693)  0.4812
H (2.06326, -3.38898, 2.60776)  0.4353
H (4.04223, -3.46048, 1.13153)  0.4201
H (3.74654, -3.34583, -1.31599)  0.3817
H (1.48778, -3.17171, -2.27869)  0.3680
H (1.00659, -0.84545, 1.40414)  -0.2285
H (0.72692, 0.53205, -1.40561)  0.3138
H (0.11271, 2.01346, -0.69606)  -0.2066
H (1.62796, 2.55915, -2.53236)  0.3023
H (3.15979, 4.07013, -1.29037)  0.5367
H (1.54986, 4.08291, -0.56939)  0.4908
H (3.30422, 3.89394, 1.18027)  0.2132
H (5.02103, 2.75994, -0.21106)  0.5359
H (4.71804, 1.85492, 1.27478)  0.5169
H (4.76855, 0.32190, -0.67281)  0.3314
H (3.03259, 0.51833, -2.43490)  0.4836
H (4.03683, 1.97219, -2.39356)  0.5376
H (2.56452, -0.74754, -0.32931)  -0.2518
H (3.25713, -0.21779, 1.20881)  0.8894
H (1.14348, 2.82219, 1.60107)  0.2343
H (2.42569, 1.84834, 2.30814)  0.4238

---

DFT (ωB97M-V with the def2-TZVPD basis set) results for a structure of composition C26H36N5O2SbV.

Output
Gap between HOMO and LUMO (spin up / spin down), eV: 5.4 / 4.9
E_LUMO (spin up / spin down), eV: -4.63 / -5.13
Energy, eV: -71303.353
Relative energy (zero: lowest compared OMol25 entry of this formula, charge and spin), eV: 3.094
2S+1: 1
Total charge: +1

Each line ends with the Mulliken charge.
Atoms and positions in Å:
V (-0.41691, -0.97857, 0.45023)  -0.6124
C (3.12796, 1.08516, 1.20794)  -1.3594
C (2.99980, -0.19197, 0.36910)  0.6177
C (2.53370, -1.38705, 1.17198)  -1.5963
N (1.14212, -1.29431, 1.62107)  1.1145
C (0.74232, -1.65222, 2.83889)  0.9739
C (1.57536, -1.70355, 3.97251)  -0.6446
C (1.25347, -1.83027, 5.30602)  -0.6255
C (0.01503, -1.99290, 5.92223)  -0.4846
C (-1.19100, -2.22541, 5.29768)  -0.7943
C (-1.45757, -2.36168, 3.94034)  -0.1906
C (-0.63918, -2.15721, 2.83291)  0.8163
N (-1.06038, -2.40781, 1.56798)  0.1684
C (-1.92213, -3.55652, 1.27506)  -1.0459
C (-3.19569, -3.26296, 0.49901)  -0.6769
C (-2.95135, -2.37735, -0.70845)  -0.5696
N (-2.61904, -1.04658, -0.19663)  -0.3330
C (-2.11818, 1.33325, -0.96111)  1.4020
C (-3.38342, 2.08123, -0.87461)  -1.2953
C (-3.53223, 3.36835, -1.22491)  -0.4108
C (-2.48853, 4.27163, -1.60466)  -0.4524
C (-1.18326, 4.16825, -1.26322)  -1.2453
C (-0.53417, 3.16755, -0.47661)  -0.1309
C (-0.91086, 1.87103, -0.29173)  0.9020
N (-0.28584, 0.97624, 0.57895)  0.5594
C (0.60503, 1.63462, 1.55808)  -1.5503
C (1.98051, 2.06656, 1.00779)  -0.2594
H (4.05369, 1.59871, 0.94395)  0.4606
H (3.22085, 0.83280, 2.27150)  0.3963
H (3.95968, -0.45912, -0.07643)  0.5984
H (2.32307, -0.02050, -0.47231)  -0.6372
H (3.20024, -1.51803, 2.02265)  0.3544
H (2.60637, -2.29809, 0.57101)  0.3493
H (2.62802, -1.54876, 3.78252)  0.2096
H (2.09932, -1.75790, 5.98014)  0.3734
H (0.00945, -1.96962, 7.00428)  0.3647
H (-2.04767, -2.35898, 5.94771)  0.3666
H (-2.47613, -2.64005, 3.69890)  0.4447
H (-2.16035, -4.07205, 2.20596)  0.5587
H (-1.30888, -4.24816, 0.68867)  0.3329
H (-3.93295, -2.77142, 1.13703)  0.2753
H (-3.61906, -4.21703, 0.18244)  0.4531
H (-3.86302, -2.30172, -1.30556)  0.4955
H (-2.16347, -2.77227, -1.35944)  0.1713
H (-4.25718, 1.50740, -0.58288)  0.4431
H (-4.54007, 3.76829, -1.23049)  0.4101
H (-2.79674, 5.17301, -2.11997)  0.4118
H (-0.54969, 5.00805, -1.52638)  0.4281
H (0.38350, 3.50861, -0.02316)  0.2872
H (0.75082, 0.97151, 2.40719)  0.3308
H (0.06848, 2.50572, 1.94054)  0.7812
H (2.23464, 3.01251, 1.49389)  0.4200
H (1.90586, 2.26693, -0.06172)  0.3254
N (-1.93956, 0.38040, -2.17307)  -0.1910
C (-2.25402, -0.10082, -0.96544)  -0.2500
H (-2.55114, 0.35621, -2.98306)  0.3489
O (0.12999, -1.51210, -1.01848)  0.0652
O (0.41935, -1.81012, -2.22379)  -0.6261
C (2.38415, 2.67271, -4.51193)  -1.3139
Sb (1.52287, 1.07823, -3.35381)  0.5377
C (0.17123, 0.47074, -4.90318)  -1.3346
C (3.02764, -0.38047, -3.82481)  -1.2609
H (2.67795, 2.31142, -5.49762)  0.3693
H (3.26355, 3.07508, -4.00828)  0.3771
H (1.66295, 3.48170, -4.63405)  0.3522
H (0.70885, 0.38157, -5.84749)  0.4535
H (-0.62273, 1.20992, -5.01986)  0.3830
H (-0.26572, -0.49271, -4.64477)  0.3195
H (2.54216, -1.29009, -4.17657)  0.3691
H (3.62041, -0.62733, -2.94499)  0.2913
H (3.68774, -0.00169, -4.60471)  0.4278

---

DFT (ωB97M-V with the def2-TZVPD basis set) results for an isolated molecule of C26H36N6O.

Output
Gap between HOMO and LUMO, eV: 8.2
E_LUMO, eV: 0.48
Energy, eV: -38535.354
SMILES: CC(C)c1c2cc(-c3ccnc(N[C@H]4CC[C@H](NC5CCOCC5)CC4)n3)ccc2nn1C
Relative energy (zero: lowest compared OMol25 entry of this formula, charge and spin), eV: 0.000
2S+1: 1
Total charge: 0

Each line ends with the Mulliken charge.
Atoms and positions in Å:
C (7.18972, 1.91568, 3.34925)  -1.3632
C (7.03545, 3.20301, 2.53355)  0.2335
C (6.13816, 4.20896, 3.26125)  -1.3735
C (6.48309, 2.89835, 1.17917)  -0.9381
C (5.26737, 2.31213, 0.79681)  2.0419
C (4.14447, 1.80610, 1.46573)  -0.1293
C (3.10703, 1.29171, 0.72258)  0.3680
C (1.90397, 0.74910, 1.36346)  0.7860
C (1.90309, 0.24213, 2.66925)  -0.9116
C (0.70127, -0.24880, 3.14439)  -0.4126
N (-0.41102, -0.25468, 2.43187)  -0.4534
C (-0.31628, 0.24865, 1.19489)  0.3259
N (-1.42755, 0.29879, 0.43801)  -0.0721
C (-2.67711, -0.32055, 0.80947)  -0.1860
C (-2.71695, -1.80057, 0.40407)  -1.0062
C (-2.77666, -1.97177, -1.11163)  -0.9195
C (-3.97264, -1.22846, -1.72912)  -0.2444
N (-5.27265, -1.76700, -1.36141)  -0.0151
C (-5.94095, -2.63133, -2.30831)  -0.3340
C (-7.37950, -2.86548, -1.83573)  -0.5320
C (-8.11522, -3.76812, -2.82591)  -0.5962
O (-7.46362, -5.00570, -2.99220)  -0.4001
C (-6.15260, -4.84242, -3.47752)  -0.7608
C (-5.28559, -4.00699, -2.53415)  -0.4495
C (-3.91110, 0.25468, -1.32972)  -1.1206
C (-3.85251, 0.43255, 0.18533)  -1.1585
N (0.79307, 0.73918, 0.63521)  -0.5695
C (3.16945, 1.28711, -0.69606)  -0.8284
C (4.24695, 1.76608, -1.37841)  -1.0217
C (5.32019, 2.28687, -0.63530)  -0.1974
N (6.46924, 2.81166, -1.06554)  -1.2188
N (7.13479, 3.16298, 0.03016)  0.8963
C (8.42813, 3.76610, -0.12939)  -0.9194
H (6.22512, 1.44023, 3.50061)  0.2204
H (7.62370, 2.13761, 4.32162)  0.4406
H (7.83858, 1.21183, 2.83220)  0.3536
H (8.02719, 3.65283, 2.41770)  0.3679
H (5.14113, 3.80177, 3.40213)  0.2252
H (6.55677, 4.44817, 4.23625)  0.4354
H (6.05150, 5.12835, 2.68601)  0.3495
H (4.08726, 1.84496, 2.54306)  0.3953
H (2.79577, 0.20376, 3.26992)  0.4487
H (0.61597, -0.66822, 4.14014)  0.4317
H (-1.29438, 0.59835, -0.51381)  0.2792
H (-2.72635, -0.25744, 1.90184)  0.4977
H (-3.58710, -2.26462, 0.87284)  0.3753
H (-1.82818, -2.29720, 0.79747)  0.5108
H (-1.85756, -1.58324, -1.55521)  0.4400
H (-2.83404, -3.03503, -1.35370)  0.2916
H (-3.89285, -1.28511, -2.82206)  0.5915
H (-5.23754, -2.20514, -0.44919)  0.3316
H (-5.96845, -2.09579, -3.26703)  0.2947
H (-7.89883, -1.91265, -1.73897)  0.3488
H (-7.36035, -3.35110, -0.85798)  0.3165
H (-9.11801, -4.00690, -2.46558)  0.3547
H (-8.19821, -3.25687, -3.79874)  0.3612
H (-5.74868, -5.85145, -3.58713)  0.3524
H (-6.17945, -4.36095, -4.46908)  0.3927
H (-4.29149, -3.89525, -2.96962)  0.3163
H (-5.19511, -4.52430, -1.57586)  0.2561
H (-4.80050, 0.75462, -1.71483)  0.3605
H (-3.03948, 0.71413, -1.79976)  0.4321
H (-4.77923, 0.05542, 0.61822)  0.4448
H (-3.77136, 1.49341, 0.42886)  0.4179
H (2.31795, 0.88237, -1.22038)  0.4742
H (4.29392, 1.75760, -2.45585)  0.4460
H (9.20240, 3.16132, 0.34607)  0.3187
H (8.44466, 4.77179, 0.29436)  0.3198
H (8.62171, 3.82275, -1.19859)  0.2867